C5H8O | ωB97M-V with the def2-TZVPD basis set

Each line ends with the natural charge from an NBO analysis.
Atoms and positions in Å:
C  -0.852073  -0.899065  -0.383638  -0.07
C  -1.137539  0.488448  0.178527  -0.44
C  0.149362  1.322232  0.127713  -0.58
C  1.451202  0.686693  0.380137  0.13
C  1.414553  -0.779950  0.268796  -0.28
O  0.200730  -1.514193  0.326813  -0.53
H  -1.717037  -1.562192  -0.287011  0.20
H  -0.601341  -0.826015  -1.457616  0.15
H  -1.949947  0.974924  -0.375508  0.21
H  -1.469066  0.386578  1.219217  0.21
H  0.060849  2.313109  0.588238  0.24
H  0.436492  1.571271  -0.922089  0.28
H  2.071767  -1.210748  1.032408  0.24
H  1.942049  -0.951095  -0.695984  0.23

Force components x, y, z for each atom (eV/Å):
-0.199 0.109 -0.125
0.039 -0.016 0.042
0.077 0.025 0.086
-0.291 -0.202 -0.014
0.213 0.164 0.096
-0.010 -0.017 0.038
0.125 0.121 -0.026
0.004 -0.021 0.140
0.149 -0.069 0.055
0.053 0.022 -0.154
0.056 -0.160 -0.041
-0.163 -0.001 -0.065
-0.034 0.023 -0.113
-0.020 0.020 0.082

Multiplicity   1
HOMO-LUMO gap   8.7 eV
Energy   -270.41458 Eh
Lowest unoccupied orbital energy   0.3 eV
Maximum force   0.35 eV Å⁻¹
Relative energy (zero: lowest compared OMol25 entry of this formula, charge and spin)   89.9 kcal/mol

C5H8O | ωB97M-V with the def2-TZVPD basis set

Each line ends with the natural charge from an NBO analysis.
Atoms and positions in Å:
C  -1.613303  -0.333783  -0.671743  -0.73
C  -0.848979  -0.702139  0.574782  0.44
O  -0.099303  -1.656596  0.617603  -0.58
C  0.522059  1.477216  0.469866  -0.53
C  1.497159  0.703179  0.052196  0.12
C  2.171196  -0.365793  -0.248443  -0.50
H  -0.961576  -0.287439  -1.550047  0.24
H  -2.319357  -1.156045  -0.819698  0.24
H  -2.173006  0.600376  -0.572022  0.22
H  -1.123415  -0.177738  1.507831  0.12
H  1.526965  -1.241806  -0.088408  0.27
H  -0.191707  1.920877  -0.218769  0.22
H  0.418167  1.710632  1.525606  0.23
H  3.195094  -0.490936  -0.578758  0.23

Force components x, y, z for each atom (eV/Å):
-0.087 -0.050 -0.057
-0.203 -0.658 0.051
-0.668 0.081 0.173
0.418 0.335 -0.079
-0.124 -0.179 0.075
-0.143 0.170 0.059
-0.037 -0.064 0.214
-0.058 0.094 -0.132
0.109 -0.155 0.047
0.026 -0.004 -0.083
0.557 -0.082 -0.247
0.220 0.059 0.061
0.133 0.135 -0.126
-0.145 0.318 0.045

Multiplicity   1
HOMO-LUMO gap   10.8 eV
Energy   -270.45164 Eh
Lowest unoccupied orbital energy   1.0 eV
Maximum force   0.69 eV Å⁻¹
Structure (SMILES)   C=C=C.CC=O
Relative energy (zero: lowest compared OMol25 entry of this formula, charge and spin)   66.7 kcal/mol

Copy entry 2 word for word.
C5H8O | ωB97M-V with the def2-TZVPD basis set

Each line ends with the natural charge from an NBO analysis.
Atoms and positions in Å:
C  -1.613303  -0.333783  -0.671743  -0.73
C  -0.848979  -0.702139  0.574782  0.44
O  -0.099303  -1.656596  0.617603  -0.58
C  0.522059  1.477216  0.469866  -0.53
C  1.497159  0.703179  0.052196  0.12
C  2.171196  -0.365793  -0.248443  -0.50
H  -0.961576  -0.287439  -1.550047  0.24
H  -2.319357  -1.156045  -0.819698  0.24
H  -2.173006  0.600376  -0.572022  0.22
H  -1.123415  -0.177738  1.507831  0.12
H  1.526965  -1.241806  -0.088408  0.27
H  -0.191707  1.920877  -0.218769  0.22
H  0.418167  1.710632  1.525606  0.23
H  3.195094  -0.490936  -0.578758  0.23

Force components x, y, z for each atom (eV/Å):
-0.087 -0.050 -0.057
-0.203 -0.658 0.051
-0.668 0.081 0.173
0.418 0.335 -0.079
-0.124 -0.179 0.075
-0.143 0.170 0.059
-0.037 -0.064 0.214
-0.058 0.094 -0.132
0.109 -0.155 0.047
0.026 -0.004 -0.083
0.557 -0.082 -0.247
0.220 0.059 0.061
0.133 0.135 -0.126
-0.145 0.318 0.045

Multiplicity   1
HOMO-LUMO gap   10.8 eV
Energy   -270.45164 Eh
Lowest unoccupied orbital energy   1.0 eV
Maximum force   0.69 eV Å⁻¹
Structure (SMILES)   C=C=C.CC=O
Relative energy (zero: lowest compared OMol25 entry of this formula, charge and spin)   66.7 kcal/mol

> What is the formula in the second record?

C5H8O

> Which formula does entry 1 have?

C5H8O

> What is the formula in the second record?

C5H8O